<one>
Density functional theory data (the ωB97M-V functional and the def2-TZVPD basis) for a cluster of 2 separate species, C5H11NO3 in total.

```
20
Properties=species:S:1:pos:R:3:mulliken_charge:R:1
N 4.272 -0.198 3.545 0.287
O 5.085 0.347 4.062 -0.269
C -1.423 1.944 -1.051 -1.230
C -0.264 0.986 -0.816 -0.529
C -0.660 -0.301 -0.071 0.742
C -1.691 -1.131 -0.829 -1.570
C 0.578 -1.145 0.232 -0.787
O 1.510 -0.466 1.052 -0.025
O 2.567 -1.269 1.333 -0.326
H -1.091 2.883 -1.499 0.373
H -2.171 1.511 -1.718 0.303
H -1.928 2.186 -0.114 0.318
H 0.203 0.716 -1.770 0.307
H 0.529 1.487 -0.246 0.338
H -1.089 0.000 0.900 0.240
H -1.316 -1.398 -1.817 0.339
H -1.903 -2.062 -0.301 0.429
H -2.632 -0.596 -0.958 0.391
H 0.317 -2.072 0.756 0.338
H 1.106 -1.422 -0.688 0.330
```

Calculated values
Kohn-Sham gap (alpha / beta)	6.98 / 11.63	eV
HOMO level (alpha / beta)	-7.75 / -10.58	eV

=====

<two>
Density functional theory data (the ωB97M-V functional and the def2-TZVPD basis) for the molecule C5H11NO3.

```
20
Properties=species:S:1:pos:R:3:mulliken_charge:R:1
C 2.029 -0.897 -0.687 -1.126
C 1.602 -0.466 0.721 -0.148
O 1.541 0.924 0.918 -0.440
C 0.613 1.575 0.088 -0.524
C -0.837 1.228 0.400 -0.562
O -1.515 0.697 -0.767 -0.352
C -2.542 -0.091 -0.370 0.653
N -2.229 -1.403 -0.005 -0.467
O -3.621 0.290 -0.335 -0.462
H 2.720 -1.724 -0.593 0.397
H 1.199 -1.282 -1.260 0.247
H 2.544 -0.121 -1.237 0.340
H 2.347 -0.825 1.412 0.397
H 0.678 -0.983 0.981 0.112
H 0.825 1.467 -0.972 0.288
H 0.721 2.629 0.302 0.385
H -0.856 0.486 1.195 0.487
H -1.364 2.091 0.781 0.295
H -1.226 -1.525 0.076 0.205
H -2.631 -2.068 -0.650 0.274
```

Calculated values
Kohn-Sham gap	10.96	eV
HOMO level	-10.17	eV
structure (SMILES)	CCOCCOC(N)=O

=====

<three>
Density functional theory data (the ωB97M-V functional and the def2-TZVPD basis) for a cluster of 2 separate species, C5H11NO3 in total.

```
20
Properties=species:S:1:pos:R:3:mulliken_charge:R:1
C 0.326 0.700 0.125 1.451
C -0.467 1.590 1.013 -1.241
C 0.144 0.954 -1.334 -1.552
C 1.732 0.396 0.519 -1.423
N -0.387 -1.156 1.251 -0.468
C -0.929 -1.908 0.332 0.611
O -1.499 -1.056 -0.689 -0.180
O -1.296 -1.689 -1.971 -0.385
O -0.977 -3.123 0.126 -0.710
H -1.288 -2.633 -1.668 0.330
H -0.048 -1.719 2.023 0.174
H -0.214 2.632 0.762 0.378
H -0.248 1.430 2.066 0.346
H -1.530 1.445 0.813 0.343
H -0.850 1.314 -1.590 0.361
H 0.377 0.063 -1.922 0.403
H 0.855 1.729 -1.650 0.432
H 2.116 -0.461 -0.036 0.354
H 1.831 0.226 1.587 0.365
H 2.351 1.264 0.242 0.413
```

Calculated values
Kohn-Sham gap	8.29	eV
HOMO level	-9.20	eV

=====

<four>
Density functional theory data (the ωB97M-V functional and the def2-TZVPD basis) for the molecule C5H11NO3.

```
20
Properties=species:S:1:pos:R:3:mulliken_charge:R:1
C 1.293 0.803 1.446 -1.048
C -0.200 0.652 1.175 -0.632
C -0.603 0.878 -0.419 0.701
N -2.015 0.899 -0.589 -0.743
O -0.113 2.127 -0.792 -0.540
O 0.019 -0.108 -1.191 -0.405
C -0.193 -1.391 -0.673 0.846
C 1.015 -2.242 -0.915 -1.123
O -1.257 -1.810 -0.251 -0.551
H 1.871 -0.021 1.019 0.232
H 1.481 0.834 2.524 0.352
H 1.686 1.737 1.034 0.290
H -0.564 -0.270 1.637 0.363
H -0.732 1.454 1.701 0.444
H -2.298 1.182 -1.523 0.219
H -2.405 0.014 -0.259 0.286
H -0.913 2.634 -1.000 0.362
H 1.411 -2.579 0.045 0.278
H 1.796 -1.693 -1.444 0.321
H 0.722 -3.100 -1.525 0.349
```

Calculated values
Kohn-Sham gap	10.68	eV
HOMO level	-9.83	eV
structure (SMILES)	CC[C@@](N)(O)OC(C)=O

=====

Which structure is most stable, and how do the rest compare? From most to least stable: <four>, <two>, <three>, <one>.

=====

<one>
Density functional theory data (the ωB97M-V functional and the def2-TZVPD basis) for the ion C6H10NO with charge +1.

```
18
Properties=species:S:1:pos:R:3:mulliken_charge:R:1
C -1.105 -0.486 -0.926 -0.948
N -0.386 0.069 0.131 0.378
C -0.184 -0.972 1.145 -0.898
C -0.657 1.519 0.452 -0.435
C 0.796 1.025 -0.201 -0.129
C 2.174 0.577 0.066 -1.180
C 3.332 0.260 -0.087 1.144
O 4.462 -0.311 -0.051 -0.474
H -1.806 -1.089 -0.394 0.399
H -1.686 0.177 -1.534 0.374
H -0.445 -1.077 -1.548 0.320
H 0.132 -0.393 1.942 0.424
H -1.134 -1.414 1.161 0.361
H 0.538 -1.755 0.951 0.346
H -0.587 1.788 1.446 0.300
H -1.336 2.070 -0.231 0.266
H 0.925 1.645 -1.158 0.330
H 5.179 0.404 0.162 0.422
```

Calculated values
Kohn-Sham gap	10.10	eV
total charge	+1
HOMO level	-13.10	eV
structure (SMILES)	C[N+]1(C)C[C@H]1C#CO

=====

<two>
Density functional theory data (the ωB97M-V functional and the def2-TZVPD basis) for the ion C6H10NO with charge +1.

```
18
Properties=species:S:1:pos:R:3:mulliken_charge:R:1
O 3.241 1.310 -0.545 -0.440
C 2.492 1.861 0.208 -0.163
C 1.096 1.297 0.548 -0.526
C 0.617 0.462 -0.650 -0.573
C -0.646 -0.303 -0.365 0.744
C -1.746 -0.139 -1.198 -0.596
C -1.631 -2.095 0.917 -0.841
N -0.612 -1.077 0.702 -0.147
H 2.860 2.713 0.799 0.396
H 1.904 0.665 1.033 0.186
H 0.383 1.675 1.263 0.477
H 0.571 1.025 -1.585 0.421
H 1.410 -0.270 -0.825 0.370
H -2.564 -0.845 -1.300 0.338
H -1.850 0.804 -1.726 0.306
H -1.463 -2.844 0.128 0.431
H -2.625 -1.716 0.705 0.315
H -1.437 -2.525 1.890 0.304
```

Calculated values
Kohn-Sham gap	4.53	eV
total charge	+1
HOMO level	-13.01	eV

=====

Which structure is most stable, and how do the rest compare? From most to least stable: <one>, <two>.

=====

<one>
Density functional theory data (the ωB97M-V functional and the def2-TZVPD basis) for a structure of composition C6H10NO.

```
18
Properties=species:S:1:pos:R:3:mulliken_charge:R:1
C -0.747 1.438 -1.340 -0.900
C -0.011 0.408 -1.227 0.114
C 1.077 -1.283 0.063 0.219
C -0.071 -1.900 -2.190 -1.193
C -0.041 1.353 3.054 -0.252
C 0.322 -0.911 -1.059 0.532
N -0.245 1.278 1.783 -0.243
O 1.305 -0.522 1.034 -0.553
H -0.485 2.505 -1.495 0.339
H 1.647 -2.211 -0.033 0.390
H -0.696 -2.613 -1.659 0.344
H 0.837 -2.453 -2.522 0.309
H -0.734 -1.576 -3.000 0.365
H -1.887 1.394 -1.091 0.285
H 0.527 0.562 3.484 0.262
H -0.516 1.983 3.658 0.333
H -0.761 2.093 1.373 0.239
H 0.478 0.454 1.166 0.409
```

Calculated values
Kohn-Sham gap	8.82	eV
total charge	+1
HOMO level	-13.74	eV

=====

<two>
Density functional theory data (the ωB97M-V functional and the def2-TZVPD basis) for a cluster of 2 separate species, C6H10NO in total.

```
18
Properties=species:S:1:pos:R:3:mulliken_charge:R:1
C -2.864 1.257 -0.129 -0.695
C -2.083 0.415 -0.829 -0.466
C -0.199 -1.565 -0.286 0.417
C 0.172 0.547 0.712 -0.405
C 0.536 0.607 -0.700 -0.431
C -0.737 -0.225 -0.401 0.725
N 2.562 -1.297 0.691 -0.800
O 0.432 -2.478 -0.265 -0.065
H -3.731 1.664 -0.570 0.303
H -2.635 1.715 0.843 0.229
H -2.444 0.022 -1.850 0.291
H 0.704 -0.161 1.472 0.148
H -0.204 1.462 1.215 0.328
H 0.208 1.604 -1.307 0.310
H 1.373 0.039 -1.130 0.295
H 3.426 -1.883 0.259 0.269
H 2.562 -1.398 1.734 0.266
H 2.924 -0.324 0.542 0.280
```

Calculated values
Kohn-Sham gap	9.93	eV
total charge	+1
HOMO level	-14.40	eV

=====

Which structure is most stable, and how do the rest compare? From most to least stable: <one>, <two>.